DFT (ωB97M-V with the def2-TZVPD basis set) results for C5H8 in the gas phase.

```
13
Properties=species:S:1:pos:R:3:forces:R:3:nbo_charge:R:1
C 0.278568 -1.523932 -0.048932 0.15 0.03 -0.42 -0.543
C 0.691714 -1.420997 -1.288395 -0.11 -0.38 0.66 0.118
H 0.299473 -2.594189 0.192917 0.02 0.02 0.00 0.287
H 0.377110 -0.697022 1.911194 -0.11 0.16 -0.21 0.224
H 0.670992 1.448619 1.005712 -0.09 -0.08 -0.22 0.206
H 0.216474 1.911661 -1.527794 0.05 0.12 0.51 0.230
H 0.963093 0.370349 -1.206200 -0.35 -0.03 -0.60 0.229
C -0.141861 0.924344 0.489490 -0.04 0.10 0.00 -0.403
H -1.236480 -0.831515 1.264075 0.11 0.11 -0.12 0.220
H -0.875187 0.559365 -1.492016 0.48 -0.28 -0.13 0.224
C 0.036774 0.953219 -1.031006 -0.15 0.23 0.37 -0.588
C -0.211342 -0.547158 0.995078 -0.06 0.07 -0.04 -0.418
H -1.069328 1.447255 0.735877 0.09 -0.08 0.19 0.212
```
Forces are in eV/Å.

Values from the calculation:
Energy above the lowest of the compared OMol25 structures with the same formula, charge and spin = 81.93 kcal/mol
Frontier orbital gap = 10.4 eV
Total charge = 0
2S+1 = 1
Total energy = -195.16147 hartree